The following is a DFT calculation (ωB97M-V with the def2-TZVPD basis set) of an isolated molecule of C5H10O at a distorted geometry.

Calculated values
- Energy above the lowest of the compared OMol25 structures with the same formula, charge and spin: 49.40 kcal per mole
- HOMO: -0.343 Ha
- SMILES: CCC(=O)CC

Last column: Löwdin charge in e.
CARTESIAN COORDINATES (ANGSTROEM)
C 2.3663 -0.1214 0.4343  -0.0334
C 1.2258 0.1146 -0.9565  -0.0519
C 0.0233 0.3162 -0.1143  -0.4620
O 0.2467 0.5599 1.0563  0.0122
C -1.4275 0.1930 -0.5262  -0.1789
C -2.2618 -0.3755 0.6241  -0.1031
H 3.3224 -0.0248 -0.0437  0.0276
H 2.3899 0.5826 1.3125  0.0792
H 2.1922 -1.1012 0.8869  0.0554
H 0.9768 -0.4328 -1.9270  0.1192
H 1.6731 1.0369 -1.3044  0.0853
H -1.5569 -0.3944 -1.4389  0.1060
H -1.7648 1.2119 -0.7560  0.1224
H -2.1045 0.2094 1.5336  0.0722
H -3.3259 -0.3646 0.3751  0.0705
H -1.9752 -1.4097 0.8445  0.0794